Entry P
13
Properties=species:S:1:pos:R:3 method="wB97M-V/def2-TZVPD" e_homo_ev=-8.56 spin_multiplicity=1 smiles="N/N=C1/CC(=S)SN1"
S 1.54 1.69 -0.06
S 3.72 -0.30 -0.20
N -1.37 -0.75 -0.16
N -0.11 1.22 0.14
N -2.44 0.16 -0.32
C 2.13 0.07 -0.04
C -0.27 -0.18 0.05
C 1.01 -0.90 0.22
H 1.08 -1.78 -0.47
H 1.19 -1.23 1.26
H -0.72 1.67 -0.55
H -3.23 -0.40 -0.43
H -2.53 0.73 0.55

***

Entry Q
13
Properties=species:S:1:pos:R:3 method="wB97M-V/def2-TZVPD" e_homo_ev=-8.30 spin_multiplicity=1 smiles="N/N=C/[C@H]1SC=NS1"
S 1.57 0.96 -0.78
S 0.49 -1.03 1.03
N 1.55 -0.76 -1.40
N -3.29 0.36 0.40
N -2.09 0.05 0.54
C -1.24 0.99 -0.11
C 1.18 -1.51 -0.53
C 0.25 0.87 0.48
H 1.43 -2.54 -0.60
H -1.49 1.84 -0.80
H -4.20 -0.48 0.46
H -3.61 1.20 -0.27
H 0.64 1.43 1.45

***

Of them, entry P has the highest stability.

***

Entry P
122
Properties=species:S:1:pos:R:3 method="wB97M-V/def2-TZVPD" e_homo_ev=-5.21 total_charge=-1 spin_multiplicity=1
Zr 1.11 -0.53 0.56
Cl 3.51 -1.83 0.96
S 2.00 -1.22 -4.98
S -0.83 3.95 3.54
S 2.76 -1.34 -2.30
S -1.45 0.08 0.84
S -1.93 1.20 3.91
Si 2.03 -0.28 3.94
F 5.29 -2.14 -2.70
F 5.15 -0.20 -1.77
F 3.73 -0.05 -6.64
F 4.70 -0.43 -3.85
F 3.06 1.27 -5.06
F 1.75 0.80 -6.70
O 2.65 -2.75 -2.13
O 4.41 -2.07 -0.10
O 2.93 -2.28 -5.22
O 2.21 -2.41 0.69
O 0.67 -1.33 -5.50
O 3.29 -0.41 1.14
O 2.45 -0.49 -1.14
O 0.06 -1.71 -0.94
O 4.02 -2.39 2.16
O 1.45 1.37 0.14
O 3.62 2.15 -1.35
N 0.90 2.83 1.83
N 0.13 1.80 2.32
N -3.83 -1.05 0.55
N 1.01 -0.91 2.67
N -2.24 -2.00 -0.73
N -1.56 2.73 -4.08
N 2.00 -0.69 -3.49
N -0.48 1.61 -2.04
C 2.39 3.61 0.17
C 0.03 -1.84 2.97
C -2.53 -1.08 0.19
C -0.14 3.10 -3.99
C 3.91 5.70 -0.88
C 2.76 -1.70 4.97
C -2.05 -3.73 3.45
C 3.35 3.35 -0.83
C -0.60 -1.97 4.23
C -4.60 -0.86 2.89
C -4.78 -1.98 -0.07
C -1.65 1.28 -4.20
C -2.23 3.15 -2.85
C 1.21 0.83 5.29
C 2.68 0.30 -5.89
C 2.22 4.92 0.62
C -1.55 2.50 -1.61
C 4.10 4.42 -1.34
C -0.75 2.22 3.14
C -1.04 0.60 -2.95
C 3.47 0.88 3.48
C -4.36 -0.15 1.56
C -2.40 -3.76 -2.75
C -2.21 2.40 5.27
C -0.16 -4.47 -4.20
C -1.42 -3.67 2.22
C -2.51 -4.66 -3.79
C 1.55 2.53 0.75
C -1.39 -5.01 -4.53
C -1.16 -3.20 -2.41
C -0.41 -2.75 1.98
C -1.06 -2.22 -1.28
C 2.97 5.96 0.11
C 0.52 2.40 -2.77
C -4.65 -3.42 0.43
C -2.27 3.78 4.64
C -1.62 -2.87 4.45
C -0.04 -3.58 -3.15
C 4.60 -1.02 -2.65
H 0.73 -4.73 -4.77
H 4.82 4.19 -2.12
H -4.62 -1.96 -1.15
H -3.18 3.90 4.05
H 0.92 -3.20 -2.90
H 0.34 2.81 -4.93
H -4.90 -3.50 1.48
H 4.51 6.51 -1.29
H 1.98 -2.35 5.36
H 3.01 1.49 -0.98
H -2.86 -4.43 3.63
H -1.80 0.05 -2.40
H -2.71 1.02 -4.32
H 3.23 1.53 2.64
H -4.90 -0.13 3.64
H 3.72 1.50 4.34
H 4.36 0.31 3.21
H -0.28 -1.34 5.04
H 0.93 3.14 -2.09
H -1.12 0.97 -5.11
H 3.32 -1.31 5.82
H -1.38 2.33 5.96
H 1.11 1.86 4.95
H 2.81 6.97 0.46
H -0.24 -0.08 -3.24
H -3.68 -1.34 3.22
H 1.32 1.72 -3.09
H -1.11 3.26 -0.96
H 0.23 0.48 5.62
H -5.29 0.28 1.18
H -5.32 -4.07 -0.15
H -5.78 -1.60 0.14
H -2.21 4.57 5.39
H -2.08 -2.91 5.43
H -3.63 0.65 1.70
H -3.14 2.13 5.77
H 1.87 0.83 6.16
H -3.28 2.85 -2.93
H 0.10 -2.78 1.03
H -1.49 -5.71 -5.36
H 3.44 -2.31 4.38
H -0.09 4.19 -3.90
H -2.20 4.24 -2.80
H -2.26 1.92 -1.03
H -5.38 -1.61 2.80
H -3.63 -3.76 0.28
H -3.48 -5.08 -4.03
H 1.48 5.09 1.39
H -1.69 -4.36 1.43
H -3.27 -3.48 -2.17

***

Entry Q
122
Properties=species:S:1:pos:R:3 method="wB97M-V/def2-TZVPD" e_homo_ev=-5.27 total_charge=-1 spin_multiplicity=1
Zr 0.08 -1.04 0.20
Cl -0.11 -4.17 1.25
S 0.83 0.51 2.64
S 2.27 -2.05 2.08
S -3.56 -4.31 -1.15
S -0.89 -4.09 -2.45
S 3.77 -4.21 0.94
Si -1.76 -0.19 -2.64
F 2.82 -0.84 4.45
F 5.24 -1.94 0.98
F 5.22 -2.90 -0.95
F 4.50 -1.81 3.56
F 3.84 0.06 2.76
F 6.41 -3.72 0.65
O -1.46 -0.86 1.46
O -0.72 -5.10 0.35
O 2.99 -4.37 -0.24
O 0.87 -4.82 2.02
O -2.39 0.32 3.63
O -0.52 1.11 0.11
O 4.40 -5.35 1.50
O 0.52 -3.08 0.42
O 2.24 -1.25 0.84
O 1.00 -2.12 2.75
O -1.11 -3.57 2.05
N -0.26 -0.73 -1.94
N 1.09 3.03 3.46
N 2.26 0.98 -1.07
N -1.80 -2.44 -0.55
N 3.17 -3.31 2.09
N -2.89 -2.21 0.29
N 3.77 2.88 -1.93
N -0.40 2.74 1.78
C -3.96 4.72 -0.84
C 2.46 2.93 -2.58
C -1.62 1.30 -3.87
C 0.64 -1.36 -2.78
C -5.01 -1.64 1.95
C 1.45 -2.01 -4.99
C 0.51 2.17 2.60
C -2.13 3.22 -1.21
C -2.01 -3.48 -1.28
C -0.91 2.15 0.72
C -5.89 -0.54 3.88
C -2.03 2.98 0.15
C -6.08 -1.37 2.78
C 5.24 -3.13 0.37
C 2.56 1.94 0.01
C -3.10 4.08 -1.70
C 3.54 0.44 -1.56
C -3.87 4.49 0.53
C 1.65 -2.18 -2.25
C -3.08 -5.66 -2.27
C -2.64 -1.42 1.27
C 3.56 3.01 -0.49
C 2.02 2.56 4.47
C -3.56 -0.26 3.31
C 4.38 1.58 -2.19
C 3.41 -1.09 3.29
C -3.13 0.27 -1.41
C 2.35 -2.90 -4.44
C -3.75 -1.10 2.19
C -2.90 3.63 1.02
C 2.45 -2.96 -3.05
C 0.73 4.44 3.45
C 1.30 2.05 5.72
C -2.16 -5.08 -3.32
C 0.61 -1.26 -4.19
C 1.48 5.21 2.37
C 1.61 1.71 -2.17
C -4.65 0.01 4.14
C -2.61 -1.49 -3.77
H -1.54 0.95 -4.90
H -0.34 4.52 3.26
H 4.54 2.90 0.00
H 1.39 -1.90 -6.07
H -4.54 4.99 1.22
H 4.45 1.45 -3.28
H -0.09 -0.58 -4.66
H -1.87 -2.11 -4.27
H 2.02 1.71 6.46
H 3.16 -3.64 -2.59
H 1.77 -2.22 -1.17
H -3.22 -1.01 -4.53
H 1.25 6.28 2.42
H 1.62 2.41 0.30
H -2.74 0.48 -0.42
H -0.76 1.94 -3.68
H 5.40 1.59 -1.79
H 2.69 3.39 4.73
H 0.66 1.21 5.44
H -3.17 4.26 -2.77
H 2.56 5.09 2.48
H 4.05 0.00 -0.70
H -2.52 1.91 -3.81
H 2.98 -3.53 -5.06
H -7.05 -1.80 2.59
H -1.44 2.73 -1.89
H 3.34 -0.35 -2.28
H 0.96 4.85 4.43
H -5.12 -2.28 1.09
H -2.58 -6.42 -1.67
H -4.00 -6.06 -2.71
H -3.85 -0.54 -1.33
H 1.19 4.83 1.39
H 1.49 1.02 -3.00
H 0.62 2.01 -1.82
H 2.95 1.39 0.86
H -3.26 -2.14 -3.19
H 2.61 1.76 4.05
H -6.72 -0.32 4.55
H -1.64 -5.85 -3.90
H -2.70 -4.41 -3.99
H 3.19 4.02 -0.29
H -1.68 0.01 3.03
H 0.68 2.83 6.16
H -4.71 5.41 -1.21
H -3.67 1.16 -1.75
H -4.48 0.65 4.99
H -2.80 3.46 2.08
H 1.98 3.87 -2.30
H 2.63 2.95 -3.66

***

Of them, entry P has the highest stability.

***

Entry P
16
Properties=species:S:1:pos:R:3 method="wB97M-V/def2-TZVPD" e_homo_ev=-9.45 spin_multiplicity=1 smiles=O[C@H]1[C@@H]2N[C@@H]2C[C@H]1Cl
Cl 2.63 -0.45 -0.49
O 1.10 2.11 -0.16
N -1.75 0.03 0.02
C -0.69 0.52 -0.73
C 1.19 -0.25 0.52
C -0.89 -0.95 -0.63
C 0.21 -1.47 0.35
C 0.40 0.98 0.23
H 0.70 -2.49 0.17
H -1.40 -1.55 -1.35
H 0.66 2.91 0.26
H -2.60 0.16 -0.47
H -0.11 1.19 1.18
H 1.67 -0.10 1.51
H -0.32 -1.61 1.33
H -0.80 0.99 -1.73

***

Entry Q
16
Properties=species:S:1:pos:R:3 method="wB97M-V/def2-TZVPD" e_homo_ev=-10.79 spin_multiplicity=1 smiles=C[C@H](O)[C@](C)(Cl)C#N
Cl 2.90 -0.60 -0.77
O 1.14 -1.69 1.23
N 1.54 1.58 1.96
C -0.90 -0.38 1.11
C 0.69 1.08 -1.40
C 1.54 1.06 0.97
C 1.38 0.17 -0.20
C 0.38 -0.90 0.45
H 1.39 -1.22 1.95
H 1.43 1.77 -1.87
H 0.12 -1.46 -0.56
H -1.67 -1.07 0.98
H -0.79 -0.05 2.18
H -1.32 0.51 0.71
H 0.37 0.51 -2.19
H -0.16 1.60 -0.98

***

Of them, entry Q has the highest stability.

***

Entry P
84
Properties=species:S:1:pos:R:3 method="wB97M-V/def2-TZVPD" e_homo_ev=-9.47 spin_multiplicity=1
O 0.57 -0.28 4.25
O -1.67 -4.72 -3.22
O 1.47 -3.49 -1.40
O 4.69 0.89 1.86
O -3.52 0.41 1.25
O 2.05 -1.82 -5.63
O -3.01 1.82 -2.94
O 1.03 4.51 -0.41
O -2.20 2.98 1.12
O 3.26 -0.76 3.72
O -2.41 -1.14 3.30
O -0.27 1.11 -3.06
O 2.65 4.66 1.47
O 0.41 -0.94 -1.33
C -0.14 0.61 -4.41
C 1.90 3.48 1.84
C -3.35 3.72 1.15
C -4.95 0.46 1.44
C -1.71 -2.17 2.57
C 0.96 -4.41 -0.46
C 4.30 0.69 0.49
C 0.23 1.09 3.95
C 3.77 -1.91 4.41
C 2.56 -2.24 -4.33
C -3.03 0.93 -1.82
C 0.12 3.64 -1.08
C -0.72 -3.87 -3.82
C -0.07 -0.56 -0.03
H -0.62 1.45 4.52
H 1.71 3.47 2.91
H -2.47 0.03 -2.07
H -5.23 0.87 2.41
H -0.12 -4.58 -0.58
H 0.26 3.69 -2.17
H 1.39 -5.39 -0.69
H 2.45 2.56 1.59
H -2.61 -1.50 4.17
H -2.53 -4.30 -3.26
H -1.18 1.47 -2.97
H 0.34 -1.25 0.70
H -0.93 -3.71 -4.88
H -0.65 -2.22 2.86
H -5.39 -0.54 1.29
H -4.11 3.34 0.46
H -4.06 0.69 -1.53
H 1.79 -2.63 -6.07
H 1.19 -4.14 0.58
H 0.98 -2.64 -1.34
H 5.02 0.03 -0.03
H 3.63 -2.47 -4.41
H -1.81 -2.05 1.50
H -0.51 -0.41 -4.53
H -5.34 1.11 0.66
H -1.17 -0.51 0.01
H 2.27 -0.77 3.76
H 4.41 0.12 2.39
H -0.03 1.13 2.89
H 0.28 0.45 0.24
H 4.36 1.65 -0.02
H -3.10 -0.08 2.01
H 4.83 -1.72 4.60
H -3.09 4.75 0.90
H -0.22 -0.77 4.46
H 2.09 -3.19 -4.05
H -2.09 -3.18 2.80
H -2.42 2.04 1.30
H -0.69 1.26 -5.11
H -2.50 1.33 -0.95
H 3.25 -2.11 5.34
H -0.91 3.94 -0.89
H 2.35 -1.51 -3.57
H 1.15 1.65 4.04
H 1.91 4.16 -0.57
H 0.21 2.60 -0.76
H 0.99 3.44 1.25
H 3.74 -2.81 3.78
H 0.13 -0.24 -1.97
H 3.31 0.24 0.39
H -3.35 2.66 -2.63
H -3.80 3.77 2.16
H 3.45 4.68 2.01
H 0.89 0.68 -4.73
H -0.64 -2.88 -3.34
H 0.26 -4.32 -3.72

***

Entry Q
84
Properties=species:S:1:pos:R:3 method="wB97M-V/def2-TZVPD" e_homo_ev=-8.89 spin_multiplicity=1
O 17.40 13.00 24.53
O 16.40 13.71 20.03
O 17.02 8.98 25.33
O 11.73 15.66 27.10
O 8.82 13.14 24.04
O 15.13 9.59 20.32
O 13.64 11.50 27.25
O 12.65 17.32 22.16
O 16.73 10.20 22.45
O 17.27 15.70 24.25
O 11.79 10.07 25.33
O 12.97 12.26 23.89
O 13.79 13.03 19.38
O 15.59 13.46 27.99
C 12.67 14.82 26.45
C 12.59 16.10 22.86
C 13.13 10.88 28.43
C 16.22 12.88 29.10
C 9.98 13.11 23.20
C 18.06 10.51 22.01
C 16.10 16.42 24.54
C 18.18 12.82 25.67
C 16.20 9.91 26.07
C 12.33 8.84 24.85
C 16.86 13.94 21.39
C 13.29 12.64 20.60
C 14.39 12.48 24.00
C 15.64 10.09 19.08
H 16.14 14.64 21.82
H 12.29 11.41 28.86
H 17.28 13.07 28.94
H 12.83 9.12 23.93
H 15.82 16.47 25.60
H 10.89 15.52 26.66
H 12.24 16.30 23.87
H 13.74 11.73 21.01
H 14.86 12.88 27.76
H 14.82 12.36 24.99
H 15.70 11.17 19.17
H 13.11 15.16 25.51
H 10.72 13.85 23.48
H 13.54 15.57 22.78
H 16.65 9.73 18.86
H 11.56 8.12 24.59
H 13.58 14.70 27.04
H 12.22 12.46 20.50
H 15.50 10.09 21.04
H 11.01 9.75 25.80
H 17.09 13.35 19.47
H 15.85 13.22 30.07
H 16.16 17.37 24.02
H 13.09 11.31 26.48
H 16.22 10.94 25.71
H 17.51 12.90 26.53
H 17.95 9.19 25.49
H 15.17 9.56 26.15
H 15.23 15.95 24.07
H 18.44 11.41 22.50
H 17.88 14.32 21.46
H 17.97 16.13 24.74
H 18.89 13.65 25.73
H 17.22 13.93 24.38
H 8.08 12.67 23.66
H 13.98 10.75 29.10
H 13.01 8.51 25.64
H 16.70 13.02 21.96
H 10.43 12.13 23.06
H 14.92 9.79 18.33
H 16.72 10.15 23.41
H 12.74 11.41 24.27
H 14.67 13.38 19.51
H 18.81 9.77 22.29
H 16.03 11.81 29.04
H 16.48 9.83 27.12
H 12.79 9.89 28.10
H 14.61 13.51 23.75
H 13.55 13.33 21.41
H 12.18 13.87 26.27
H 9.73 13.39 22.18
H 18.62 11.82 25.66
H 11.88 15.51 22.29
H 13.25 17.96 22.53
H 14.89 11.80 23.30
H 18.13 10.82 20.97

***

Of them, entry P has the highest stability.